Computed, not measured: 2 unconnected molecules or ions with the total composition C6H10S in a non-equilibrium geometry, with wB97M-V/def2-TZVPD.

Last column: natural (NBO) charge in e.
Positions of all 17 atoms, in Å:
C1 -2.356 1.355 1.154  -0.052
C2 -1.454 0.930 0.517  -0.133
C3 1.123 -0.626 1.593  -0.617
C4 0.372 1.026 -1.270  -0.674
C5 0.126 -0.921 0.396  -0.461
C6 -0.389 0.363 -0.166  0.309
S1 -2.448 -1.142 -1.934  -0.583
H1 -2.986 1.610 1.923  0.230
H2 0.907 -1.140 2.563  0.227
H3 2.127 -0.963 1.338  0.220
H4 1.192 0.424 1.884  0.212
H5 -0.305 1.831 -1.620  0.242
H6 1.309 1.417 -0.957  0.237
H7 0.691 0.457 -2.049  0.250
H8 0.702 -1.505 -0.436  0.234
H9 -0.607 -1.507 0.746  0.237
H10 -2.325 -1.137 -3.348  0.123

Atomic forces in eV per Å
C -0.48 0.27 0.75
C 1.72 -0.39 -1.48
C 0.19 -0.33 0.61
C -2.54 2.53 1.85
C 4.40 1.10 -1.60
C -0.09 -2.16 -1.79
S 0.72 0.51 -0.76
H -1.37 0.63 0.93
H -0.37 0.13 -1.02
H 0.01 0.16 -0.15
H -0.08 0.08 -0.34
H 0.86 -0.24 -0.15
H 0.81 0.88 1.06
H 0.13 -2.34 -2.18
H -1.13 1.11 1.50
H -2.89 -2.05 1.06
H 0.09 0.13 1.69

- HOMO level (eV) = -7.56
- LUMO (Eh) = -0.0766
- gap between HOMO and LUMO (Eh) = 0.201
- relative energy (zero: lowest compared OMol25 entry of this formula, charge and spin) (eV) = 5.7117